{
  "formula": "C48H120F2HfNO36S4",
  "method": "ωB97M-V/def2-TZVPD",
  "elements": ["Hf", "S", "O", "O", "O", "O", "S", "O", "O", "O", "O", "N", "S", "O", "O", "F", "S", "O", "O", "F", "C", "O", "C", "C", "O", "C", "H", "H", "H", "H", "H", "H", "H", "H", "H", "H", "C", "O", "C", "C", "O", "C", "H", "H", "H", "H", "H", "H", "H", "H", "H", "H", "C", "O", "C", "C", "O", "C", "H", "H", "H", "H", "H", "H", "H", "H", "H", "H", "C", "O", "C", "C", "O", "C", "H", "H", "H", "H", "H", "H", "H", "H", "H", "H", "C", "O", "C", "C", "O", "C", "H", "H", "H", "H", "H", "H", "H", "H", "H", "H", "C", "O", "C", "C", "O", "C", "H", "H", "H", "H", "H", "H", "H", "H", "H", "H", "C", "O", "C", "C", "O", "C", "H", "H", "H", "H", "H", "H", "H", "H", "H", "H", "C", "O", "C", "C", "O", "C", "H", "H", "H", "H", "H", "H", "H", "H", "H", "H", "C", "O", "C", "C", "O", "C", "H", "H", "H", "H", "H", "H", "H", "H", "H", "H", "C", "O", "C", "C", "O", "C", "H", "H", "H", "H", "H", "H", "H", "H", "H", "H", "C", "O", "C", "C", "O", "C", "H", "H", "H", "H", "H", "H", "H", "H", "H", "H", "C", "O", "C", "C", "O", "C", "H", "H", "H", "H", "H", "H", "H", "H", "H", "H"],
  "xyz": [[21.6960, 12.8339, 18.0682], [19.4922, 11.2412, 17.1829], [19.0460, 11.5376, 15.8759], [20.9575, 10.9860, 17.1812], [19.5532, 12.7464, 17.7646], [18.8825, 10.3023, 18.0465], [23.0692, 14.6322, 16.2841], [21.5971, 14.6576, 16.9295], [22.9854, 14.7066, 14.8395], [23.9272, 15.7249, 16.8833], [23.4481, 13.2223, 16.7526], [23.1509, 11.0764, 18.9094], [23.8900, 9.7008, 18.2374], [23.4270, 8.5657, 19.0138], [25.2588, 10.0664, 18.0926], [23.1929, 9.7638, 16.8989], [22.3979, 11.0502, 20.3182], [21.3145, 12.0422, 20.1614], [23.2305, 11.0793, 21.5103], [21.4022, 9.6966, 20.4092], [16.8602, 10.1608, 11.6965], [17.4825, 11.3766, 12.0945], [18.6858, 11.0655, 12.8616], [19.5322, 12.3169, 13.2371], [19.8132, 13.0441, 12.1357], [20.9254, 13.9232, 12.2454], [16.5101, 9.5488, 12.5433], [17.5147, 9.5269, 11.1029], [15.9468, 10.3812, 11.1391], [19.2794, 10.3102, 12.2778], [18.4404, 10.5658, 13.8149], [20.5005, 12.0550, 13.7537], [18.9596, 12.8989, 13.9853], [20.5166, 14.9731, 12.4470], [21.4544, 13.9916, 11.2293], [21.6372, 13.7901, 13.0552], [21.2445, 17.3187, 14.4255], [21.7144, 18.6163, 14.0968], [23.0949, 18.5750, 14.2591], [23.6142, 19.9383, 14.1671], [23.0172, 20.6534, 15.2493], [23.7263, 21.8517, 15.4968], [21.3517, 17.0431, 15.4607], [21.7756, 16.5065, 13.8898], [20.1792, 17.3143, 14.2440], [23.5759, 18.0694, 13.3738], [23.3319, 18.0109, 15.1482], [23.3489, 20.3210, 13.1129], [24.7462, 19.9995, 14.1217], [23.7126, 22.4722, 14.5927], [24.7814, 21.6184, 15.8317], [23.2035, 22.4449, 16.2366], [31.0805, 13.0929, 12.8582], [29.9542, 12.7970, 13.7259], [29.0640, 11.7933, 13.1386], [27.7768, 11.6644, 13.9025], [27.0937, 12.9154, 13.9030], [25.7664, 12.7978, 14.4004], [30.8389, 13.2792, 11.7843], [31.8338, 12.2750, 12.8655], [31.5991, 13.9226, 13.2617], [29.6455, 10.8794, 13.1591], [28.8326, 12.0914, 12.0768], [27.9510, 11.3696, 14.9552], [27.1562, 10.8795, 13.4568], [25.7331, 12.7678, 15.4620], [25.1512, 11.8973, 13.9616], [25.1770, 13.6384, 14.1421], [29.6205, 16.2440, 13.5174], [28.6313, 17.1604, 13.8870], [27.3310, 16.5164, 13.8384], [26.2469, 17.4578, 14.3312], [26.3724, 18.0273, 15.6847], [27.1856, 19.2256, 15.7571], [29.7505, 16.1267, 12.4941], [29.4628, 15.2296, 13.9255], [30.5987, 16.5384, 13.8010], [27.3808, 15.6064, 14.4154], [27.1727, 16.1489, 12.7703], [25.4049, 16.7659, 14.3603], [26.0629, 18.2643, 13.5707], [26.7880, 19.9785, 15.0074], [28.2482, 19.0573, 15.4692], [27.0720, 19.5450, 16.7864], [19.4542, 20.9224, 14.7016], [19.8303, 22.2336, 14.4038], [20.3983, 22.2020, 13.1018], [20.8712, 23.5561, 12.6775], [22.1622, 23.9476, 13.2995], [22.3264, 25.3563, 13.2861], [19.0622, 20.9694, 15.7553], [20.4008, 20.3239, 14.6288], [18.6854, 20.5306, 13.9637], [19.5504, 21.9600, 12.3662], [21.1721, 21.3696, 13.0207], [20.0473, 24.2653, 12.9830], [21.0246, 23.5142, 11.6192], [21.9169, 25.7241, 14.2532], [21.7322, 25.8543, 12.5314], [23.3829, 25.6300, 13.3231], [14.7278, 13.0805, 14.2088], [13.7080, 13.4568, 13.3017], [13.7157, 12.7282, 12.0360], [13.5695, 13.8768, 11.0536], [13.6821, 13.5332, 9.6294], [14.9814, 13.5987, 9.0443], [14.4032, 12.2378, 14.8185], [14.9678, 13.9202, 14.8986], [15.6807, 12.9785, 13.7217], [12.9604, 11.9458, 12.1209], [14.6051, 12.1178, 11.8417], [14.2994, 14.6618, 11.2767], [12.5384, 14.3061, 11.0575], [14.8860, 13.1928, 8.0670], [15.7244, 12.9843, 9.6338], [15.2934, 14.6210, 8.9189], [16.5349, 16.5269, 13.3532], [17.8316, 16.5657, 13.7636], [18.1562, 15.3749, 14.4392], [17.8001, 15.4111, 15.8906], [16.5071, 14.8694, 16.1017], [16.4264, 14.5713, 17.4842], [16.3610, 15.7759, 12.6026], [16.2528, 17.3926, 12.8594], [15.8758, 16.3952, 14.1925], [19.2546, 15.2677, 14.4978], [17.5755, 14.5187, 14.0363], [17.9013, 16.3652, 16.3769], [18.5391, 14.7556, 16.4405], [15.3962, 14.4010, 17.8488], [16.8161, 15.3776, 18.0840], [17.0424, 13.7117, 17.6554], [24.6718, 16.0869, 8.4081], [23.8566, 17.1941, 8.7946], [24.6014, 18.1152, 9.5555], [24.1215, 18.1702, 11.0084], [24.4561, 16.9379, 11.6187], [23.3300, 15.9984, 11.6196], [25.6652, 16.3405, 8.1081], [24.2065, 15.6733, 7.5333], [24.7400, 15.3701, 9.2316], [24.5649, 19.1324, 9.1376], [25.6670, 17.8328, 9.5762], [23.0318, 18.3513, 11.1472], [24.6635, 18.9625, 11.5604], [23.1739, 15.7518, 12.6541], [23.6501, 15.0719, 11.1260], [22.4278, 16.4646, 11.1835], [19.2384, 17.5828, 10.0047], [19.1837, 16.2629, 9.4180], [18.1374, 15.4976, 9.9598], [18.3147, 14.0885, 9.5105], [17.7522, 14.0031, 8.1739], [18.6590, 13.5676, 7.2241], [19.9863, 18.0315, 9.3379], [19.4911, 17.7525, 11.0392], [18.2633, 18.0191, 9.8146], [17.1556, 15.8443, 9.6462], [18.1836, 15.4721, 11.0600], [17.9000, 13.3978, 10.2130], [19.3733, 13.8833, 9.5693], [18.3195, 13.9064, 6.2915], [18.8074, 12.4774, 7.1595], [19.6152, 14.1112, 7.3995], [21.5050, 19.2374, 18.0024], [22.2451, 18.7762, 19.0359], [23.6350, 19.0777, 19.0565], [23.9624, 20.5783, 18.9654], [23.3537, 21.1896, 20.0883], [23.3013, 22.5824, 19.9106], [20.5215, 18.8622, 18.2666], [21.7825, 18.8718, 17.0414], [21.3768, 20.3029, 18.0161], [24.0815, 18.6349, 18.1225], [24.1290, 18.6583, 19.9507], [23.5021, 20.9160, 18.0173], [25.0728, 20.8020, 18.9278], [22.9007, 22.9952, 20.8794], [22.6196, 22.9216, 19.0846], [24.2888, 22.9759, 19.7256], [32.9179, 11.6028, 15.7542], [31.9924, 12.5816, 16.1503], [30.9341, 11.9559, 16.7504], [29.7693, 12.9299, 16.8537], [28.8142, 12.2416, 17.6997], [27.5013, 12.9107, 17.6361], [33.8282, 12.1287, 15.5995], [32.5315, 11.0377, 14.8976], [33.1848, 10.8463, 16.5251], [31.0932, 11.5343, 17.7398], [30.6200, 11.0552, 16.1726], [29.4635, 13.2233, 15.8488], [30.2350, 13.9234, 17.2547], [26.7676, 12.2621, 18.0971], [27.2115, 13.1828, 16.5976], [27.5726, 13.9056, 18.1287], [19.4520, 15.4568, 18.9323], [20.4317, 14.4931, 19.4280], [21.2233, 15.1675, 20.3741], [22.6397, 15.4881, 19.7944], [23.1917, 14.2573, 19.4684], [24.5411, 13.9500, 19.6567], [19.8526, 16.2549, 18.4104], [18.8301, 15.6544, 19.7880], [18.7445, 14.9318, 18.2866], [21.3614, 14.4901, 21.2502], [20.7059, 16.0429, 20.6288], [23.2674, 15.9041, 20.5892], [22.6909, 16.2262, 18.9950], [24.7605, 13.7679, 20.7658], [25.1728, 14.7504, 19.2479], [24.6765, 13.0364, 19.0768]],
  "forces_ev_per_a": [[-1.9, 1.0, -0.5], [-0.4, 3.7, 0.7], [-1.4, -1.4, -1.8], [3.0, 0.4, 0.3], [1.4, -1.6, 1.0], [-1.1, -0.4, 0.3], [0.1, 2.7, 0.9], [1.9, -0.5, -0.4], [0.0, -0.3, 0.7], [-2.1, -2.9, -1.1], [-0.4, -0.2, 0.5], [-0.9, -0.4, 0.6], [-0.5, 0.9, 4.2], [1.1, 1.3, -2.0], [-0.6, -0.8, -0.6], [0.1, -0.5, -1.0], [-0.6, -2.4, 1.2], [1.2, 0.3, -0.2], [-1.7, -0.2, -2.2], [2.3, 2.1, -0.1], [-0.5, 0.2, 0.5], [0.8, -0.6, 0.6], [0.5, -0.4, 0.0], [-0.7, -1.4, 1.9], [1.3, 1.2, -2.1], [-0.7, 2.3, -1.5], [0.3, 0.2, 0.2], [0.2, 0.0, -0.3], [0.3, 0.3, -0.2], [-0.2, 0.8, 0.2], [-0.2, 0.3, -0.3], [-1.0, -0.4, -0.3], [0.2, -0.3, -0.3], [0.5, -1.0, -0.3], [-0.7, -0.3, 1.5], [0.0, -0.9, 0.1], [-0.7, -0.4, -0.7], [-0.5, -0.9, 0.2], [1.2, -1.0, -1.9], [0.5, 1.4, -0.7], [0.9, 0.4, -0.5], [0.6, 0.0, -0.3], [0.4, 0.3, 0.9], [-0.4, 0.6, -0.1], [-0.3, -0.1, -0.4], [-0.5, -0.2, 1.0], [0.5, 0.1, 0.6], [-0.2, 0.1, 1.5], [-1.1, -0.2, 0.7], [0.4, -0.1, 0.0], [-0.9, 0.4, -0.3], [-0.1, -0.2, 0.4], [-0.5, -1.6, -0.1], [0.0, -0.2, -1.6], [0.9, 1.4, -0.6], [-0.1, 0.6, 1.1], [-0.4, -0.5, -0.4], [-0.8, -1.8, -1.3], [-0.3, 0.0, 0.8], [-0.5, 0.0, 0.0], [0.2, 1.0, 0.5], [-0.2, -0.6, -0.2], [0.2, -0.3, 0.9], [0.1, 0.0, -0.3], [0.0, 0.0, -0.2], [0.0, -0.5, 1.0], [1.4, 1.3, 0.7], [-0.2, 1.1, -0.6], [-0.2, -1.0, 1.4], [-0.6, -0.3, 0.0], [1.4, 0.6, -0.9], [0.0, 0.3, 0.2], [0.7, -0.2, -1.7], [-0.5, -0.6, -1.6], [-0.5, -0.2, -2.5], [-0.2, 0.4, 0.1], [0.8, 0.8, 1.0], [0.0, -0.3, 0.6], [-0.4, 0.7, 1.1], [-0.5, 0.5, 0.2], [0.1, -0.5, 0.7], [0.3, -0.5, 1.0], [-0.7, -0.1, 0.4], [0.1, 0.3, 0.0], [0.1, -0.8, 0.9], [0.4, 0.7, -1.2], [-0.6, -0.8, -0.4], [0.7, 0.7, 1.8], [-1.4, -0.4, -1.1], [-0.6, -0.2, 2.0], [0.2, -0.5, -1.1], [-1.2, -0.1, 0.4], [0.6, 0.3, 0.9], [1.0, 0.0, 0.7], [-0.7, 1.1, 0.1], [0.9, -0.4, -0.5], [0.0, 0.4, -0.8], [0.1, 0.1, -0.4], [0.3, 0.1, -0.6], [-0.1, -0.2, -0.6], [-0.1, 1.3, 0.9], [0.4, -0.6, -0.7], [0.2, 0.5, 1.2], [-1.0, -0.1, -2.5], [0.0, -0.2, 0.9], [-0.1, -0.8, 1.7], [0.4, -0.4, -0.1], [-0.8, -0.4, -0.4], [0.4, -0.9, -0.5], [-0.7, 0.4, -0.6], [0.5, 0.6, 0.3], [-0.1, -0.2, 0.2], [0.8, -0.2, 0.6], [0.0, -0.5, -0.8], [-0.6, 0.8, -0.6], [0.4, 0.5, 0.3], [-1.2, -0.8, 0.1], [1.8, 0.1, -0.1], [0.4, 0.1, 0.8], [0.5, -1.8, 0.9], [-0.3, 0.6, 0.7], [-1.0, -0.2, 0.0], [-0.1, -1.0, -0.2], [-0.2, 2.2, -0.7], [-0.6, -0.3, 0.4], [-0.4, -0.2, -1.0], [0.9, 0.2, -0.2], [-0.1, 0.9, -0.1], [-0.6, 0.3, -0.8], [0.3, -0.1, -0.7], [0.1, 0.6, 0.2], [0.3, -0.8, 0.4], [-1.1, -0.1, 0.4], [0.9, 0.0, -0.3], [0.0, 0.9, 0.9], [0.3, -0.2, 0.0], [-1.1, -0.6, -0.1], [1.1, 0.5, 0.1], [0.8, 0.6, -0.1], [-0.4, -0.6, -0.2], [0.0, -0.1, -0.2], [-0.3, -0.2, -0.3], [-0.3, 0.1, 0.1], [0.6, 0.2, -0.5], [-0.1, -0.2, -0.3], [-0.3, -0.2, 0.5], [-0.3, 0.3, -0.2], [0.5, -0.5, 0.0], [0.0, -0.3, -2.6], [0.2, 0.7, 1.3], [0.2, -0.6, 1.0], [-0.3, 0.5, -0.9], [0.0, -0.5, 1.4], [1.6, 0.2, 0.5], [-0.2, 0.5, 0.5], [0.2, -0.8, 0.6], [-0.2, 0.5, 0.1], [-0.2, 0.4, -0.1], [0.0, 0.4, 0.0], [-0.8, -0.6, 0.2], [0.5, -0.2, -0.6], [-0.6, 0.3, -1.5], [0.0, 0.2, 0.3], [-0.2, -0.7, -0.2], [-1.9, 0.2, 0.0], [2.3, -0.8, 2.6], [1.0, 0.2, -1.6], [-0.4, -0.7, 0.0], [0.1, 0.4, -0.7], [-1.3, 0.6, 1.1], [-0.5, -0.1, -0.5], [0.5, -0.2, -1.0], [0.3, 0.9, -0.3], [0.0, 0.0, 0.8], [-0.7, -0.1, -0.3], [0.3, 0.3, 0.4], [-1.0, -0.4, 0.0], [0.4, -0.2, -1.0], [0.5, -0.5, 0.5], [0.5, 0.3, -0.1], [0.1, -0.4, 0.5], [1.1, -0.3, 0.2], [-2.5, -0.7, -0.1], [1.3, 0.6, 1.1], [-1.0, 1.9, -1.3], [1.4, 0.7, -0.4], [0.8, 0.3, -0.9], [0.3, 0.2, -0.2], [-0.6, 0.4, 0.0], [0.7, 0.2, 0.5], [0.0, 0.5, -0.1], [-0.8, -0.4, 0.1], [-1.1, -1.5, 0.1], [0.0, -0.1, 0.1], [0.3, -0.6, 0.5], [-0.1, -0.6, 0.2], [-1.6, -3.5, 0.4], [0.0, 0.4, -0.9], [2.4, -1.0, 0.1], [-0.5, 1.1, 1.8], [-1.7, -2.0, -1.5], [1.1, 0.0, 1.0], [1.1, 1.7, -0.7], [0.0, 0.9, 0.5], [0.8, -0.2, 0.0], [-0.1, 0.5, -0.5], [-0.3, 1.3, 0.8], [-0.2, 0.2, 0.3], [-0.3, -0.3, -0.4], [-0.2, 0.3, -1.4], [-0.1, -0.2, 0.1], [0.5, 0.1, 0.3]],
  "de_lowest_kcal_mol": 16.7,
  "multiplicity": 1,
  "charge": -1,
  "lumo_ha": 0.0734,
  "energy_ev": -176994.7193,
  "gap_ha": 0.340,
  "homo_energy_ev": -7.250
}